DFT (ωB97M-V/def2-TZVPD) results for a molecular structure, C16H36N5O15S2 in a non-equilibrium geometry.

Calculated values
Highest occupied orbital energy ... -0.175 hartree
HOMO-LUMO gap ... 6.6 eV
M ... 602.618 g/mol
Total charge ... -1
LUMO energy ... 1.9 eV

Each line ends with the Mulliken charge.
Cartesian coordinates (Å):
N  2.28601  -4.21370  3.20445  1.0346
O  2.40153  -4.98457  2.25823  -0.6719
O  2.16913  -4.75654  4.27022  -0.6634
O  2.34654  -3.02547  3.02625  -0.6960
C  3.96812  -0.29829  7.38741  -0.3392
C  5.10848  -0.24924  6.34966  -0.1889
O  6.12863  0.40928  7.11833  -0.3210
S  5.62655  0.99523  8.60159  1.0853
O  5.97588  2.36202  8.85996  -0.5194
O  6.01401  0.02083  9.64619  -0.5283
O  4.02665  0.82471  8.12195  -0.3098
H  4.00664  -1.20671  7.98857  0.2829
H  2.95684  -0.35883  6.98520  0.3376
H  4.93041  0.34754  5.45510  0.2242
H  5.41862  -1.21244  5.94451  0.2751
C  3.27910  -8.90159  -3.81033  -0.2948
C  2.21058  -8.08158  -2.93917  -0.2317
O  1.10092  -8.93784  -2.79617  -0.2907
S  1.07123  -10.09252  -4.03047  1.0843
O  0.90171  -9.40127  -5.33062  -0.5311
O  0.30211  -11.32295  -3.70289  -0.5038
O  2.74973  -10.18088  -3.85044  -0.3468
H  4.25630  -8.90535  -3.32747  0.3069
H  3.42898  -8.56420  -4.83591  0.2548
H  1.99010  -7.09327  -3.34257  0.2558
H  2.71099  -7.97239  -1.97699  0.2970
C  9.25265  -4.70957  0.94550  -1.0123
C  7.83453  -4.75177  1.48243  0.5979
O  7.35249  -5.75440  1.98986  -0.6466
N  7.05812  -3.65974  1.34614  -0.1072
C  7.47735  -2.33587  1.05087  -0.9070
H  9.78835  -4.38382  1.83714  0.2689
H  9.46308  -4.06031  0.09562  0.3391
H  9.53065  -5.70816  0.60841  0.2911
H  6.08847  -3.90329  1.48952  0.2390
H  6.78751  -1.54357  1.34152  0.3134
H  7.52918  -2.26745  -0.03574  0.3238
H  8.45903  -2.11064  1.46762  0.2982
C  2.08353  0.68611  -1.39124  -1.0333
C  0.54700  0.56493  -1.47899  0.6778
O  -0.18468  1.31762  -2.19041  -0.6737
N  0.02584  -0.36661  -0.71452  -0.1844
C  -1.47899  -0.50364  -0.60175  -0.8465
H  2.68193  -0.21616  -1.26504  0.3457
H  2.22145  1.32463  -0.51867  0.2675
H  2.30565  1.23944  -2.30370  0.2927
H  0.53191  -0.85448  0.01072  0.2710
H  -2.06525  0.32251  -0.19940  0.2880
H  -1.69746  -1.28578  0.12533  0.3406
H  -2.01911  -0.72040  -1.52337  0.2543
C  -2.86610  -6.11855  0.69814  -1.0777
C  -3.17503  -6.21061  2.13375  0.7643
O  -4.27573  -6.10684  2.66305  -0.6697
N  -2.13254  -6.56142  2.87060  -0.1626
C  -2.23213  -7.02166  4.23527  -0.8665
H  -1.80183  -6.08747  0.46477  0.3056
H  -3.43682  -5.36727  0.15229  0.3036
H  -3.18237  -6.94358  0.05986  0.2791
H  -1.32108  -6.88438  2.36333  0.2046
H  -2.89037  -6.47449  4.91012  0.2893
H  -1.27834  -7.02686  4.76286  0.3353
H  -2.64175  -8.03166  4.22082  0.2946
C  -0.08651  -5.05186  13.04918  -0.9287
C  -0.15192  -3.95349  11.99735  0.6954
O  0.37804  -2.87344  12.20872  -0.6370
N  -0.85750  -4.15910  10.84658  -0.2451
C  -0.90390  -3.32260  9.58884  -0.7788
H  -0.17027  -4.52634  14.00045  0.2725
H  0.81968  -5.63071  12.87070  0.2460
H  -0.96251  -5.68879  12.92651  0.3064
H  -1.26707  -5.07313  10.71657  0.2078
H  -0.54362  -2.30366  9.73045  0.2850
H  -1.94407  -3.29156  9.26453  0.2575
H  -0.21956  -3.88890  8.95711  0.3195

Forces on atoms 1 to 3 (eV/Å):
N 0.605 -2.418 -1.361
O 0.124 -1.012 -3.145
O -0.699 -0.025 4.261



DFT (ωB97M-V/def2-TZVPD) results for a gas-phase ion, C3H6N2O3P (charge -1) in a non-equilibrium geometry.

Calculated values
Highest occupied orbital energy (spin up / spin down) ... -0.149 / -0.142 hartree
HOMO-LUMO gap (spin up / spin down) ... 7.6 / 7.5 eV
M ... 149.066 g/mol
Total charge ... -1
LUMO energy (spin up / spin down) ... 3.5 / 3.7 eV

Each line ends with the natural charge from an NBO analysis.
Cartesian coordinates (Å):
C  -0.59124  -0.41295  -0.09264  -0.0746
C  1.53880  0.78181  -0.21229  -0.2202
C  2.17298  -0.65179  0.14285  -0.3351
N  0.06107  0.71516  -0.04173  -0.5790
N  1.45941  -1.74993  -0.40385  -0.3549
O  -2.31899  1.42785  0.57093  -1.1752
O  -2.82415  -0.17987  -1.51662  -1.1389
O  -3.13799  -1.05359  0.89948  -0.9881
P  -2.43313  0.09742  -0.11368  2.2660
H  2.07443  1.46220  0.45094  0.1808
H  1.73726  1.02597  -1.18383  0.1827
H  3.08692  -0.55968  -0.44192  0.2056
H  2.38852  -0.64890  1.28858  0.1329
H  -0.34447  1.57291  0.25366  0.4202
H  -2.86941  -1.82661  0.40015  0.4776

Forces on atoms 1 to 3 (eV/Å):
C 0.701 0.735 -0.172
C -0.316 -2.504 2.858
C -1.338 0.913 0.285



DFT (ωB97M-V/def2-TZVPD) results for C3H4S in the gas phase in a non-equilibrium geometry.

Calculated values
Highest occupied orbital energy ... -0.345 hartree
HOMO-LUMO gap ... 10.3 eV
Structure (SMILES) ... C#CCS
M ... 72.132 g/mol
Total charge ... 0
LUMO energy ... 0.9 eV

Each line ends with the natural charge from an NBO analysis.
Cartesian coordinates (Å):
C  1.19971  2.04299  -0.32129  -0.2490
C  0.58557  1.05353  -0.02513  -0.0060
C  -0.12400  -0.21369  0.02542  -0.6295
S  -1.80060  -0.29839  0.60091  0.0246
H  1.84372  2.86387  -0.62040  0.2452
H  0.52950  -0.79754  0.64505  0.2474
H  0.01803  -0.60304  -0.97948  0.2399
H  -1.94827  0.89182  0.05876  0.1274

Forces on atoms 1 to 3 (eV/Å):
C 0.540 0.320 -0.065
C -0.347 0.947 -0.464
C 1.912 -0.322 -0.311



DFT (ωB97M-V/def2-TZVPD) results for a molecular structure, C8H13NO8P2SW in a non-equilibrium geometry.

Calculated values
Highest occupied orbital energy (spin up / spin down) ... -0.088 / -0.119 hartree
HOMO-LUMO gap (spin up / spin down) ... 5.4 / 6.2 eV
Multiplicity ... 2
M ... 529.046 g/mol
Total charge ... -1
LUMO energy (spin up / spin down) ... 3.0 / 2.9 eV

Each line ends with the Mulliken spin population.
Cartesian coordinates (Å):
W  -0.70482  -0.36402  0.94405  0.0134
O  1.28681  0.03686  0.68879  0.0335
N  2.18456  -0.52279  1.56514  0.2519
C  3.50689  -0.33712  1.28088  0.0621
C  4.47767  -0.75861  2.12657  -0.0035
C  4.12357  -1.41350  3.34902  0.3603
C  2.77303  -1.61081  3.60002  -0.1524
C  1.79179  -1.18552  2.72753  0.3055
S  0.10152  -1.54996  2.96529  -0.0058
H  3.69191  0.16121  0.34092  0.0277
H  5.51035  -0.59784  1.85058  0.0031
H  4.87825  -1.74577  4.04616  0.0409
H  2.44125  -2.12349  4.49473  -0.0066
C  -3.74593  -0.41290  0.86257  0.0166
C  -3.26375  -0.16248  -0.56602  0.0036
O  -4.37344  -0.03525  -1.47021  -0.0010
P  -2.29399  1.40141  -0.54723  0.0337
O  -3.01590  2.22950  -1.70650  -0.0045
O  -2.67181  2.29314  0.72821  0.0022
O  -0.82315  1.30746  -0.82927  0.0143
P  -2.25665  -1.67438  -1.07422  0.0019
O  -0.70103  -1.21041  -1.32078  0.0004
O  -2.90457  -2.12298  -2.33750  0.0002
O  -2.09334  -2.49227  0.16745  0.0132
H  -4.36394  0.40862  1.22202  0.0021
H  -2.88636  -0.51295  1.55737  -0.0119
H  -4.28269  -1.35765  0.91558  -0.0033
H  -4.21811  -0.75073  -2.12444  -0.0012
H  -3.77888  1.70659  -2.01524  0.0004
H  -2.09897  1.96572  1.45207  -0.0172
H  -0.57390  -0.48405  -1.94777  -0.0012
C  -0.63811  0.13653  3.03462  0.0253
H  0.07072  0.81515  3.50967  -0.0115
H  -1.54139  0.06330  3.64852  0.0079

Forces on atoms 1 to 3 (eV/Å):
W 1.436 -0.156 -0.032
O -1.071 0.029 0.156
N -0.014 -0.059 0.057



DFT (ωB97M-V/def2-TZVPD) results for a molecular structure, C9H15InO6 in a non-equilibrium geometry.

Calculated values
Highest occupied orbital energy ... -0.582 hartree
HOMO-LUMO gap ... 6.9 eV
M ... 334.031 g/mol
Total charge ... +2
LUMO energy ... -9.0 eV

Each line ends with the Mulliken charge.
Cartesian coordinates (Å):
O  0.18472  2.54271  1.60902  -0.5318
C  -0.74925  2.96127  0.94638  0.0296
C  -1.24379  2.22267  -0.25220  -0.2676
O  -0.31658  1.20959  -0.55847  -0.3014
C  -0.64653  0.29127  -1.59681  -0.7877
C  -1.44439  -0.88267  -1.09484  0.0065
O  -2.62609  -0.43815  -0.58761  -0.3714
C  -3.10877  -1.08450  0.57416  -0.6703
H  -1.35824  2.92759  -1.09296  0.4136
H  -1.36060  3.80869  1.29980  0.4488
H  -2.25542  1.85162  -0.01950  0.3317
H  0.31212  -0.06553  -1.99381  0.3440
H  -1.17755  0.81599  -2.40347  0.5200
H  -1.56857  -1.63511  -1.89372  0.4321
H  -0.81441  -1.46889  -0.16970  -0.0630
H  -4.09124  -0.65783  0.80045  0.2666
H  -3.19971  -2.16976  0.41179  0.3461
H  -2.42678  -0.86538  1.40977  0.2715
O  2.93299  1.67884  0.04514  -0.6594
C  3.58676  0.74762  -0.61539  -0.3949
C  3.17937  -0.53708  -0.67680  -0.1135
O  1.88730  -0.77147  -0.18271  -0.3275
C  1.68292  -1.89821  0.64392  -0.2630
C  0.51257  -1.56864  1.53080  -0.0711
O  0.45100  -0.38686  1.95877  -0.5374
In  1.23456  1.00742  0.69076  1.8175
H  4.55092  1.01100  -1.07242  0.4637
H  3.65871  -1.35105  -1.21640  0.4718
H  2.56937  -2.11382  1.26374  0.3780
H  1.44639  -2.79130  0.04274  0.4178
H  0.19820  -2.39004  2.19957  0.4009

Forces on atoms 1 to 3 (eV/Å):
O 0.058 0.874 0.468
C -1.461 -0.005 0.183
C -0.560 1.288 -0.227



DFT (ωB97M-V/def2-TZVPD) results for 15 unconnected molecules or ions with the total composition H28O18S in a non-equilibrium geometry.

Calculated values
Highest occupied orbital energy ... -0.151 hartree
HOMO-LUMO gap ... 9.1 eV
M ... 348.273 g/mol
Total charge ... -2
LUMO energy ... 5.0 eV

Each line ends with the natural charge from an NBO analysis.
Cartesian coordinates (Å):
S  5.28300  -0.96200  -11.30400  2.7829
O  4.49000  -1.97000  -10.68300  -1.1124
O  5.59300  -0.08200  -10.21900  -1.0984
O  6.35800  -1.56600  -11.97900  -1.0757
O  4.58600  -0.20900  -12.28800  -1.1156
O  2.28500  -3.61700  -9.30100  -0.9513
H  2.40400  -2.81000  -9.80300  0.4876
H  2.65300  -3.47600  -8.45200  0.4500
O  8.58200  -1.86200  -10.77600  -0.9960
H  8.72300  -1.03800  -10.35300  0.4669
H  7.68400  -1.73600  -11.20200  0.4781
O  5.01200  -0.89500  -14.81900  -0.9496
H  4.23300  -0.53000  -15.18500  0.4420
H  5.02900  -0.62900  -13.92500  0.4852
O  7.76300  1.26600  -10.32700  -1.0095
H  6.95900  0.70100  -10.17800  0.4975
H  7.62000  1.85700  -11.06600  0.4608
O  4.77400  2.41900  -9.88600  -0.9545
H  5.27600  1.61600  -10.06500  0.4869
H  5.50700  3.03600  -10.01400  0.4450
O  2.52100  -1.67700  -13.15700  -0.9579
H  1.74800  -1.08200  -13.34600  0.4554
H  3.22900  -1.11900  -12.91100  0.4914
O  3.94900  -4.23200  -11.97300  -0.9675
H  4.04600  -3.92600  -12.85500  0.4597
H  4.10700  -3.47400  -11.40400  0.4818
O  3.60400  2.00100  -13.14800  -0.9615
H  3.77300  1.99100  -14.08000  0.4400
H  3.81300  1.09900  -12.89900  0.4957
O  6.89300  -1.98900  -8.14400  -1.0058
H  6.42100  -2.69800  -8.59700  0.4793
H  6.24000  -1.30900  -8.03600  0.4581
O  8.08100  -0.66800  -13.72500  -0.9807
H  7.41900  -1.02700  -13.06300  0.4923
H  8.76800  -1.31200  -13.69700  0.4491
O  5.32100  -3.97400  -9.27200  -0.9416
H  4.93000  -3.87300  -8.39800  0.4478
H  4.97500  -3.23900  -9.76100  0.4912
O  6.88200  -3.81800  -13.03900  -0.9510
H  6.70900  -2.96400  -12.66200  0.4824
H  7.80600  -3.69800  -13.30900  0.4401
O  1.86900  -0.97500  -10.46200  -0.9607
H  2.76800  -1.10700  -10.34200  0.4733
H  1.86200  -1.29300  -11.35900  0.4727
O  4.69500  -0.68200  -7.86800  -0.9577
H  5.16900  -0.06100  -7.35800  0.4501
H  4.92800  -0.28800  -8.75500  0.5042

Forces on atoms 1 to 3 (eV/Å):
S -1.899 0.183 1.143
O -2.509 -1.976 0.791
O 1.955 2.259 2.005



So what do the calculations give for DFT total energy? Going down the list: -77004.2791 -21618.1627 -14008.5997 -57617.5404 -27014.3891 -48147.5292 eV.